#a
A cluster of 2 separate species, C10H10N2 in total, computed with ωB97M-V/def2-TZVPD.

Calculated values
**Kohn-Sham gap**: 10.405 eV
**SMILES**: c1ccncc1.c1ccncc1
**Total charge**: 0
**LUMO energy**: 0.8 eV

Atoms and positions in Å:
C1 6.748 4.527 -0.515
C2 6.862 3.291 -1.187
H1 7.711 3.165 -1.871
N1 4.769 3.642 0.721
C3 6.061 2.229 -0.655
C4 -5.238 -1.014 0.574
C5 -7.584 -1.296 0.502
C6 5.022 2.464 0.194
H2 -6.228 -2.644 -0.467
H3 5.550 5.583 0.966
H4 -4.506 0.629 1.743
C7 -5.422 0.130 1.402
H5 -8.486 -1.712 0.035
N2 -7.767 -0.143 1.176
H6 7.410 5.354 -0.804
C8 -6.321 -1.733 0.140
H7 -6.995 1.213 2.487
C9 5.645 4.636 0.418
H8 6.025 1.178 -0.972
H9 -4.250 -1.347 0.229
C10 -6.703 0.456 1.748
H10 4.282 1.700 0.463

=====

#b
A structure of composition C10H10N2, computed with ωB97M-V/def2-TZVPD.

Calculated values
**Kohn-Sham gap**: 8.696 eV
**Total charge**: 0
**LUMO energy**: 1.0 eV

Atoms and positions in Å:
H1 1.326 0.805 1.396
C1 -2.806 -0.283 0.189
C2 -1.735 0.619 0.332
H2 0.565 1.919 -1.418
C3 1.141 -1.556 -0.192
C4 -1.370 -2.179 -0.269
H3 -3.819 0.020 0.469
H4 2.830 -3.023 0.318
N1 2.954 -0.863 0.202
N2 1.855 -0.342 -0.442
H5 3.937 -0.611 -0.246
H6 -1.909 1.639 0.431
C5 2.329 -2.111 0.198
H7 -0.007 2.676 0.109
H8 -3.444 -2.203 -0.366
C6 -0.315 -1.286 -0.055
C7 0.856 0.723 0.314
C8 -0.502 0.050 0.210
H9 1.963 2.444 -0.257
H10 -1.290 -3.096 -0.773
C9 0.865 2.085 -0.365
C10 -2.603 -1.588 -0.064

=====

Top of the stability list: #a, leading by 66.8 kcal/mol.